Computed, not measured: C6H10N2 as an isolated structure at a distorted geometry, with ωB97M-V with the def2-TZVPD basis set.

Each line ends with the Mulliken charge.
Atoms and positions in Å:
C (-1.175, 1.032, -0.539)  -0.58
C (0.413, 2.162, 1.108)  -0.98
C (0.255, -2.628, -0.819)  -1.14
N (0.177, 1.157, 0.083)  -0.22
C (-0.671, -0.074, 0.297)  0.66
C (0.518, -1.179, -0.797)  0.22
C (1.323, -0.286, -1.134)  -0.21
N (-1.228, -0.625, 1.327)  -0.79
H (-0.560, -0.763, 2.087)  0.24
H (-1.943, 1.652, -0.090)  0.32
H (-1.208, 0.989, -1.621)  0.23
H (2.119, 0.271, -1.570)  0.40
H (-0.312, 2.109, 1.925)  0.34
H (0.370, 3.171, 0.691)  0.31
H (1.415, 2.017, 1.517)  0.31
H (-0.572, -2.838, -1.502)  0.25
H (-0.026, -2.944, 0.190)  0.30
H (1.105, -3.222, -1.153)  0.32

LUMO level (spin up / spin down): 0.155 / 0.156 eV
relative energy (zero: lowest compared OMol25 entry of this formula, charge and spin): 620.6 kJ/mol
total energy: -9358.005 eV
spin multiplicity: 1